The molecule C20H18FN5O4S2 at a distorted geometry. Source: the Open Molecules 2025 dataset; level of theory: ωB97M-V with the def2-TZVPD basis set.

Calculated values
SMILES   O=C(CSc1nnc(NC(=O)[C@H]2CC(=O)N(c3ccc(F)cc3)C2)s1)NCc1ccco1
Highest occupied orbital energy   -8.40 eV
Calculated total energy   -2243.9608 hartree
Charge   0

Last column: natural (NBO) charge in e.
Cartesian coordinates (Å):
O -4.82 -2.78 -0.82  -0.624
C -4.63 -1.96 0.06  0.659
C -5.50 -0.71 0.20  -0.604
S -4.87 0.57 -0.93  0.325
C -3.38 0.98 -0.18  -0.169
N -3.03 0.63 1.02  -0.339
N -1.81 1.03 1.36  -0.294
C -1.22 1.70 0.43  0.204
N 0.06 2.18 0.55  -0.625
C 0.64 2.88 -0.46  0.695
O 0.04 3.15 -1.47  -0.594
C 2.11 3.26 -0.28  -0.304
C 2.62 3.23 1.15  -0.514
C 3.03 1.77 1.35  0.678
O 3.11 1.22 2.43  -0.597
N 3.25 1.23 0.12  -0.455
C 3.78 -0.04 -0.15  0.203
C 4.00 -0.97 0.87  -0.248
C 4.49 -2.23 0.58  -0.247
C 4.77 -2.57 -0.73  0.384
F 5.25 -3.79 -1.01  -0.321
C 4.58 -1.66 -1.76  -0.266
C 4.09 -0.40 -1.47  -0.246
C 2.96 2.17 -0.95  -0.198
S -2.16 1.92 -1.03  0.449
N -3.67 -2.06 1.00  -0.612
C -2.56 -2.98 0.86  -0.278
C -1.32 -2.24 0.48  0.266
C -0.91 -1.71 -0.70  -0.311
C 0.31 -1.03 -0.43  -0.327
C 0.53 -1.19 0.91  0.085
O -0.45 -1.92 1.46  -0.396
H -6.51 -0.92 -0.15  0.258
H -5.51 -0.31 1.21  0.242
H 0.55 1.91 1.39  0.437
H 2.25 4.22 -0.78  0.252
H 3.52 3.84 1.25  0.252
H 1.91 3.57 1.90  0.243
H 3.80 -0.70 1.89  0.262
H 4.66 -2.94 1.37  0.233
H 4.82 -1.94 -2.77  0.234
H 3.96 0.29 -2.28  0.217
H 3.88 2.59 -1.36  0.205
H 2.41 1.68 -1.76  0.220
H -3.49 -1.24 1.58  0.429
H -2.84 -3.70 0.08  0.254
H -2.40 -3.51 1.80  0.218
H -1.40 -1.80 -1.65  0.237
H 0.92 -0.51 -1.13  0.220
H 1.32 -0.86 1.55  0.207

A structure of composition C20H18I2IrN4O2S at a distorted geometry. Source: the Open Molecules 2025 dataset; level of theory: ωB97M-V with the def2-TZVPD basis set.

Calculated values
2S+1   5
Highest occupied orbital energy (spin up / spin down)   -10.90 / -11.18 eV
<S²>   6.05
Calculated total energy   -2240.0116 hartree
Charge   +1

Last column: Mulliken spin population.
Cartesian coordinates (Å):
Ir 15.29 7.65 8.89  2.466
I 20.62 7.80 7.30  0.055
C 19.78 8.06 9.18  0.235
C 20.54 8.29 10.29  -0.103
C 20.00 8.55 11.54  0.291
I 21.28 8.90 13.06  0.079
C 18.56 8.50 11.70  -0.020
C 17.95 8.94 12.90  0.072
C 16.59 8.84 12.94  -0.016
C 15.86 8.31 11.90  0.060
N 16.45 8.02 10.72  -0.008
C 17.77 8.19 10.58  0.036
C 18.32 8.01 9.24  0.125
O 17.54 7.90 8.28  0.312
H 21.66 8.36 10.21  0.002
H 18.57 9.32 13.67  0.006
H 16.04 9.09 13.84  -0.001
H 14.82 8.05 11.93  0.003
S 14.14 6.21 4.75  0.164
C 14.40 6.36 6.34  0.071
N 14.57 6.45 7.52  0.017
C 10.26 7.60 4.25  0.001
C 10.34 7.83 5.79  0.003
N 9.95 9.16 6.26  0.000
C 8.52 9.38 6.34  0.000
C 8.07 10.55 5.58  0.000
C 10.79 9.92 6.96  0.002
O 10.42 10.78 7.78  0.000
C 12.30 9.75 6.72  0.011
C 12.81 10.02 5.48  0.009
C 14.20 9.82 5.33  0.003
C 14.98 9.42 6.37  0.025
N 14.46 9.19 7.58  0.100
C 13.14 9.44 7.77  0.017
H 10.55 6.58 3.94  -0.001
H 10.91 8.22 3.65  -0.001
H 9.26 7.82 3.87  0.000
H 11.34 7.59 6.05  -0.002
H 9.72 7.15 6.36  0.000
H 8.23 9.35 7.44  0.000
H 8.07 8.49 5.89  0.000
H 8.48 11.47 5.81  0.000
H 7.00 10.67 5.69  0.000
H 8.31 10.34 4.55  0.000
H 12.09 10.36 4.68  -0.002
H 14.62 9.90 4.32  0.005
H 16.03 9.27 6.32  -0.007
H 12.74 9.22 8.70  -0.011

A structure of composition C20H18N3O5RuS3 at a distorted geometry. Source: the Open Molecules 2025 dataset; level of theory: ωB97M-V with the def2-TZVPD basis set.

Calculated values
2S+1   2
Highest occupied orbital energy (spin up / spin down)   -13.50 / -13.54 eV
<S²>   0.99
Calculated total energy   -2602.3537 hartree
Energy relative to the best compared isomer or geometry (same formula, charge and spin)   2.9239 eV
Charge   +2

Last column: Mulliken spin population.
Cartesian coordinates (Å):
Ru -0.17 -1.37 0.03  1.347
O -4.33 -1.75 -1.54  0.002
C -3.24 -1.62 -0.83  -0.010
O -2.30 -2.39 -0.85  0.020
C -3.24 -0.43 0.09  0.009
C -4.31 0.45 0.20  0.001
C -4.22 1.48 1.13  0.001
C -3.10 1.55 1.96  -0.001
C -2.09 0.61 1.79  -0.005
N -2.15 -0.32 0.84  0.061
C -0.87 0.46 2.66  -0.003
O -0.64 1.30 3.65  0.000
O -0.10 -0.45 2.44  0.003
H -4.33 -2.55 -2.10  -0.001
H -5.19 0.33 -0.43  0.000
H -5.02 2.20 1.22  0.000
H -3.05 2.32 2.72  0.000
H -1.34 1.95 3.84  0.000
S 2.42 -1.14 0.82  -0.277
C 1.98 0.50 0.71  0.010
N 0.86 0.82 0.11  -0.049
C 0.62 2.15 0.12  0.002
C -0.48 2.79 -0.44  -0.004
C -0.55 4.17 -0.37  0.002
C 0.48 4.91 0.24  -0.004
C 1.58 4.29 0.80  0.000
C 1.65 2.91 0.75  -0.004
S 2.90 1.85 1.34  -0.001
H -1.24 2.20 -0.93  -0.001
H -1.39 4.68 -0.80  0.000
H 0.41 5.98 0.26  0.000
H 2.37 4.86 1.26  0.000
C 0.16 -3.91 1.85  -0.003
O 0.21 -3.72 0.44  0.008
H 0.39 -4.95 2.08  0.000
H -0.82 -3.65 2.26  -0.001
H 0.93 -3.28 2.30  0.002
H -0.46 -4.30 0.05  0.001
S 0.11 -1.27 -2.43  -0.111
C 1.83 -1.40 -2.45  0.015
N 2.38 -2.62 -2.24  -0.003
C 3.71 -2.82 -2.25  -0.004
C 4.57 -1.78 -2.47  -0.002
C 4.04 -0.51 -2.71  -0.003
C 2.68 -0.32 -2.72  0.001
H 1.75 -3.39 -2.05  -0.001
H 4.05 -3.84 -2.08  0.000
H 5.63 -1.94 -2.47  0.000
H 4.70 0.33 -2.91  0.000
H 2.23 0.64 -2.92  0.000

The molecule C20H18N4O at a distorted geometry. Source: the Open Molecules 2025 dataset; level of theory: ωB97M-V with the def2-TZVPD basis set.

Calculated values
SMILES   COc1ccc([C@@H](c2ccc(C)cc2)n2cnc3cncnc32)cc1
Highest occupied orbital energy   -8.56 eV
Calculated total energy   -1067.1822 hartree
Energy relative to the best compared isomer or geometry (same formula, charge and spin)   1.9933 eV
Charge   0

Last column: natural (NBO) charge in e.
Cartesian coordinates (Å):
C 2.39 3.90 -3.54  -0.256
O 1.02 3.87 -3.10  -0.496
C 0.75 3.68 -1.79  0.320
C -0.60 3.78 -1.39  -0.258
C -0.96 3.45 -0.09  -0.175
C 0.00 3.02 0.84  -0.099
C -0.52 2.42 2.15  -0.082
C 0.42 1.59 3.00  0.035
C 0.14 1.36 4.35  -0.188
C 0.81 0.36 5.06  -0.213
C 1.78 -0.44 4.43  -0.012
C 2.43 -1.56 5.17  -0.629
C 2.09 -0.19 3.09  -0.217
C 1.39 0.78 2.38  -0.218
N -1.21 3.40 2.94  -0.381
C -2.48 3.87 2.65  0.239
N -2.80 4.93 3.38  -0.455
C -1.70 5.25 4.14  0.027
C -1.51 6.15 5.19  0.074
N -0.33 6.11 5.82  -0.461
C 0.62 5.25 5.46  0.239
N 0.49 4.28 4.51  -0.463
C -0.65 4.31 3.85  0.334
C 1.35 3.12 0.49  -0.119
C 1.74 3.40 -0.81  -0.333
H 2.35 4.32 -4.54  0.205
H 3.01 4.53 -2.88  0.183
H 2.80 2.87 -3.56  0.183
H -1.32 4.07 -2.15  0.229
H -2.01 3.51 0.17  0.205
H -1.32 1.72 1.83  0.220
H -0.62 1.94 4.87  0.217
H 0.55 0.17 6.10  0.211
H 3.44 -1.73 4.78  0.216
H 2.49 -1.32 6.23  0.217
H 1.87 -2.50 5.07  0.222
H 2.83 -0.82 2.58  0.211
H 1.58 0.90 1.32  0.218
H -3.10 3.36 1.91  0.207
H -2.31 6.83 5.48  0.209
H 1.58 5.31 5.98  0.189
H 2.12 2.94 1.24  0.221
H 2.79 3.34 -1.10  0.221

A structure of composition C20H18N4O3RhS2Se at a distorted geometry. Source: the Open Molecules 2025 dataset; level of theory: ωB97M-V with the def2-TZVPD basis set.

Calculated values
2S+1   5
Highest occupied orbital energy (spin up / spin down)   -4.53 / -5.11 eV
<S²>   6.02
Calculated total energy   -4526.0832 hartree
Charge   -1

Last column: Mulliken spin population.
Cartesian coordinates (Å):
Rh 0.58 0.69 -0.43  2.487
S 0.93 1.00 2.08  0.234
C -0.78 0.91 2.23  0.018
S -1.65 0.70 0.75  0.347
C -1.42 0.93 3.46  -0.028
C -0.68 1.04 4.66  -0.006
N -0.10 1.12 5.66  0.010
C -2.83 0.84 3.57  -0.019
N -3.97 0.75 3.68  0.008
N 3.01 0.29 -0.49  0.097
C 3.86 1.47 -0.31  -0.005
C 3.47 2.59 -1.27  0.000
C 2.20 3.38 -0.87  0.003
O 2.30 4.59 -0.75  0.019
O 1.12 2.70 -0.73  0.156
H 3.13 -0.37 0.27  -0.010
H 3.22 -0.18 -1.36  -0.008
H 4.91 1.23 -0.47  0.007
H 3.76 1.81 0.73  -0.003
H 3.32 2.18 -2.27  -0.002
H 4.27 3.33 -1.31  0.000
C -1.05 -2.72 -1.06  -0.019
C -0.11 -2.39 0.06  0.022
O 0.73 -1.50 -0.07  0.037
C -0.22 -3.12 1.33  0.016
C -0.78 -4.40 1.39  0.008
C -0.84 -5.08 2.59  -0.004
C -0.37 -4.49 3.76  0.008
C 0.18 -3.21 3.71  -0.004
C 0.27 -2.54 2.50  0.007
H -0.99 -1.95 -1.82  0.015
H -2.07 -2.79 -0.68  0.002
H -0.78 -3.68 -1.51  0.001
H -1.15 -4.87 0.49  0.000
H -1.27 -6.08 2.63  0.000
H -0.44 -5.02 4.70  0.000
H 0.53 -2.74 4.61  0.000
H 0.70 -1.55 2.46  -0.001
Se 0.15 0.42 -2.96  0.582
C -1.16 1.70 -3.48  -0.037
C -1.56 1.78 -4.81  0.028
C -2.49 2.75 -5.16  -0.014
N -3.04 3.60 -4.30  0.038
C -2.65 3.51 -3.03  -0.016
C -1.72 2.60 -2.57  0.020
H -1.16 1.11 -5.55  -0.001
H -2.83 2.85 -6.19  -0.001
H -3.11 4.22 -2.34  -0.001
H -1.42 2.58 -1.53  0.010

A structure of composition C20H18O2PPdS2SbSe4. Source: the Open Molecules 2025 dataset; level of theory: ωB97M-V with the def2-TZVPD basis set.

Calculated values
Highest occupied orbital energy   -1.60 eV
Calculated total energy   -12035.2170 hartree
Energy relative to the best compared isomer or geometry (same formula, charge and spin)   0.0000 eV
Charge   -2

Last column: natural (NBO) charge in e.
Cartesian coordinates (Å):
Pd -2.52 -0.51 0.46  0.373
Se -5.00 -5.23 0.84  -0.805
Sb -5.29 -2.84 0.60  1.073
Se -3.88 -1.44 2.21  -0.668
Se -3.80 -1.74 -1.11  -0.447
Se -7.58 -2.07 0.36  -0.827
C -5.35 2.33 -0.78  -0.258
O -4.09 1.68 -0.66  -0.510
C -3.04 2.07 -1.37  0.069
S -3.04 3.47 -2.30  -0.338
S -1.69 1.02 -1.23  -0.235
H -6.03 1.74 -0.18  0.215
H -5.67 2.34 -1.82  0.191
H -5.28 3.36 -0.43  0.178
O 0.64 -2.32 0.76  -1.074
P 1.31 -1.04 0.44  1.915
C 3.02 -1.07 1.05  -0.312
C 3.72 0.07 1.44  -0.228
C 5.03 -0.03 1.89  -0.214
C 5.64 -1.28 1.95  -0.218
C 4.94 -2.42 1.58  -0.219
C 3.64 -2.31 1.13  -0.200
C 0.49 0.39 1.15  -0.352
C 0.70 1.68 0.71  -0.214
C -0.07 2.73 1.23  -0.191
C -1.08 2.47 2.15  -0.198
C -1.31 1.16 2.59  -0.220
C -0.51 0.13 2.12  -0.252
C 1.42 -0.73 -1.34  -0.354
C 2.43 0.01 -1.94  -0.232
C 2.39 0.23 -3.31  -0.219
C 1.35 -0.29 -4.07  -0.201
C 0.35 -1.04 -3.47  -0.197
C 0.38 -1.27 -2.10  -0.170
H 3.24 1.04 1.41  0.224
H 5.57 0.85 2.19  0.203
H 6.67 -1.36 2.31  0.201
H 5.41 -3.39 1.64  0.206
H 3.06 -3.19 0.86  0.245
H 1.40 1.88 -0.09  0.218
H 0.07 3.73 0.85  0.212
H -1.71 3.27 2.50  0.211
H -2.11 0.95 3.28  0.241
H -0.69 -0.89 2.44  0.274
H 3.24 0.40 -1.35  0.208
H 3.17 0.81 -3.79  0.199
H 1.31 -0.10 -5.14  0.203
H -0.47 -1.43 -4.05  0.223
H -0.40 -1.84 -1.62  0.268